Molecular formula: C52H45Br2N6O8P2S2Ta
Method: DFT, ωB97M-V/def2-TZVPD

```
118
Properties=species:S:1:pos:R:3:forces:R:3:lowdin_charge:R:1
Ta 0.30223 -0.08327 1.03166 0.6378 -1.6952 -0.7304 1.53
S -1.86830 -0.14724 2.27250 0.1035 -0.0227 -0.0332 0.70
C -2.02625 -1.74591 2.97122 -0.0670 0.0955 0.0653 -0.66
C -3.06141 -2.00865 3.86799 0.0054 0.0045 -0.0021 -0.12
C -3.22954 -3.27795 4.39178 0.0171 -0.0215 -0.0047 -0.10
C -2.36050 -4.30244 4.02974 -0.0213 0.0117 0.0125 -0.10
C -1.32797 -4.04663 3.14507 0.0127 0.0067 -0.0050 -0.12
C -1.15964 -2.77003 2.61310 0.0717 -0.1165 0.0400 -0.65
S 0.12414 -2.49299 1.44938 -0.0503 0.3612 0.1841 0.76
H -3.73025 -1.20499 4.15000 0.0001 -0.0019 0.0003 0.10
H -4.03737 -3.46882 5.08641 0.0011 -0.0030 0.0006 0.10
H -2.48373 -5.29588 4.44056 -0.0036 0.0017 0.0029 0.10
H -0.63868 -4.83269 2.86192 -0.0020 -0.0009 0.0003 0.10
C 4.02704 -1.34499 2.78931 -0.0309 -0.0242 0.0218 -0.04
O 3.15738 -1.43492 1.67312 -0.0602 0.0366 -0.0099 -0.13
C 3.44000 -2.34710 0.72047 0.0397 0.0138 -0.0236 -0.23
C 4.49216 -3.24961 0.79098 -0.0223 0.0173 -0.0432 -0.05
C 4.70458 -4.12434 -0.26636 0.0032 -0.0029 -0.0104 -0.67
Br 6.16596 -5.32376 -0.16150 -0.0083 -0.0049 -0.0001 0.75
C 3.88791 -4.14797 -1.37342 0.0544 -0.0062 -0.0225 -0.06
C 2.81180 -3.26358 -1.43115 -0.0083 -0.0367 -0.0503 -0.06
C 2.61123 -2.35736 -0.40567 -0.0944 -0.0588 0.0730 -0.20
O 1.54724 -1.46280 -0.50864 0.3223 0.0616 0.4638 -0.25
C 1.90563 -3.32086 -2.58949 -0.0569 -0.0215 0.0567 -0.28
N 2.26673 -3.69646 -3.78317 0.0077 -0.0158 -0.0172 0.19
C 1.11050 -3.63098 -4.54150 0.0148 0.0163 -0.0122 -0.22
C 0.91382 -3.89546 -5.89691 0.0033 -0.0055 -0.0041 -0.02
C -0.35945 -3.74094 -6.40706 -0.0006 0.0022 0.0057 -0.10
C -1.43000 -3.33407 -5.59300 -0.0063 -0.0025 0.0055 -0.09
C -1.25537 -3.06564 -4.24948 0.0001 -0.0139 -0.0111 -0.01
C 0.03274 -3.21768 -3.74675 -0.0103 0.0048 0.0213 -0.19
N 0.57072 -3.01674 -2.49478 -0.0243 -0.0718 -0.0903 0.18
H 5.05547 -1.16599 2.46663 0.0013 0.0019 0.0070 0.10
H 3.97711 -2.25028 3.39836 0.0039 0.0062 0.0012 0.11
H 3.67941 -0.49823 3.37508 -0.0266 0.0029 0.0013 0.09
H 5.14969 -3.27241 1.64578 -0.0074 -0.0017 0.0064 0.10
H 4.05156 -4.83275 -2.19199 -0.0015 -0.0017 -0.0010 0.11
H 1.68298 -0.92379 -1.31709 -0.0922 0.0569 -0.0648 0.04
H 1.74169 -4.20931 -6.51856 0.0028 -0.0026 0.0016 0.11
H -0.54242 -3.93896 -7.45524 -0.0007 0.0012 -0.0012 0.10
H -2.41502 -3.22862 -6.03008 -0.0005 0.0018 0.0022 0.10
H -2.07923 -2.75370 -3.62165 0.0200 -0.0314 -0.0228 0.08
H 0.08706 -2.75193 -1.65008 -0.0125 0.0059 -0.0001 0.13
C 0.67781 6.10826 1.32695 -0.0318 -0.0107 0.0158 -0.13
O -0.03610 4.97695 0.81585 -0.0887 0.0458 0.1327 -0.36
P 0.61834 3.49605 1.03638 -0.1613 0.2260 -0.2084 0.88
O -0.71759 2.62426 1.47495 0.3066 -0.0662 0.1104 -0.44
C -1.23593 2.96785 2.77426 -0.0039 0.0020 0.0035 -0.14
O 0.51537 2.93509 -0.48164 0.1325 -0.0521 -0.1935 -0.39
C 0.79725 3.72833 -1.63780 0.1004 -0.0639 0.0391 -0.09
H -0.05590 6.84938 1.63603 -0.0004 -0.0034 0.0065 0.08
H 1.31454 6.53154 0.54950 -0.0109 0.0052 -0.0043 0.08
H 1.29650 5.83360 2.18405 0.0055 -0.0016 -0.0053 0.07
H -2.20807 2.49492 2.86278 -0.0036 0.0028 -0.0045 0.05
H -1.34765 4.05075 2.84724 -0.0099 -0.0049 -0.0038 0.08
H -0.57801 2.60081 3.56230 0.0030 -0.0026 -0.0010 0.07
H 1.86889 3.91193 -1.73277 0.0215 0.0116 0.0019 0.09
H 0.25877 4.67474 -1.59000 0.0102 0.0005 -0.0266 0.08
H 0.45658 3.15252 -2.49717 0.0227 -0.0116 -0.0073 0.08
N -0.71196 -0.03822 -0.53081 0.0370 1.1254 -0.1087 -0.39
P -2.00499 0.33209 -1.39295 0.0626 0.0566 0.0659 0.89
C -2.98449 -1.15102 -1.66766 -0.0150 -0.0078 0.0435 -0.31
C -2.80160 -2.24481 -0.82702 0.0096 0.0017 -0.0173 -0.08
C -3.57049 -3.38759 -1.00852 0.0059 0.0051 -0.0002 -0.05
C -4.52080 -3.43031 -2.01741 0.0006 -0.0065 -0.0077 -0.07
C -4.70780 -2.33425 -2.85318 0.0167 0.0042 -0.0153 -0.08
C -3.93887 -1.19495 -2.68322 -0.0290 0.0002 0.0282 -0.09
C -1.56215 0.96562 -3.01301 0.0356 -0.0283 -0.0585 -0.29
C -0.48742 0.35667 -3.65709 -0.1171 -0.1039 0.0697 -0.10
C -0.11752 0.76080 -4.92931 -0.0252 0.0178 -0.0038 -0.06
C -0.82750 1.77098 -5.56343 0.0216 -0.0268 0.0118 -0.07
C -1.90797 2.37315 -4.93060 -0.0201 0.0053 0.0163 -0.08
C -2.28087 1.97215 -3.65618 -0.0023 0.0351 -0.0288 -0.09
C -3.11246 1.53265 -0.63611 -0.0489 -0.0086 0.0200 -0.29
C -4.31763 1.12511 -0.06892 0.0111 -0.0150 0.0330 -0.08
C -5.14271 2.05390 0.54694 0.0062 -0.0099 -0.0019 -0.07
C -4.76647 3.38818 0.59880 -0.0071 0.0153 0.0044 -0.07
C -3.56420 3.79845 0.03775 -0.0064 0.0102 -0.0206 -0.06
C -2.73799 2.87337 -0.57736 -0.0539 0.0140 -0.0012 -0.09
H -2.05931 -2.20023 -0.03954 -0.0130 0.0022 0.0091 0.04
H -3.42500 -4.23844 -0.35563 0.0031 -0.0009 -0.0018 0.11
H -5.11765 -4.32198 -2.15959 0.0008 0.0011 0.0006 0.11
H -5.44524 -2.37430 -3.64412 -0.0021 0.0011 0.0008 0.11
H -4.07259 -0.34692 -3.34478 0.0061 0.0056 -0.0023 0.11
H 0.07260 -0.43013 -3.16669 -0.1448 0.1128 -0.0787 0.06
H 0.72746 0.28631 -5.41046 -0.0010 0.0030 0.0040 0.11
H -0.53854 2.09203 -6.55596 -0.0027 -0.0007 -0.0044 0.11
H -2.46024 3.15922 -5.42880 -0.0034 0.0000 -0.0017 0.10
H -3.12289 2.44425 -3.16670 0.0018 0.0049 -0.0017 0.10
H -4.60565 0.08233 -0.09410 -0.0050 0.0051 -0.0020 0.11
H -6.07617 1.73322 0.99001 0.0004 -0.0033 0.0022 0.11
H -5.41189 4.11194 1.08039 0.0004 0.0000 -0.0003 0.11
H -3.26256 4.83687 0.08620 0.0053 -0.0029 0.0002 0.11
H -1.79319 3.18946 -0.99456 0.0029 -0.0022 -0.0136 0.09
N 3.80311 2.42476 0.83009 0.0192 -0.2176 0.0032 0.20
C 3.17009 1.54175 0.01693 0.3565 0.2197 0.0923 -0.49
O 2.25547 0.82682 0.51546 -1.2247 0.0130 -0.1044 -0.18
C 3.58249 1.46159 -1.32909 -0.0284 0.0392 -0.0903 -0.19
C 4.64642 2.27087 -1.79269 -0.0068 0.0671 -0.0069 -0.24
N 5.50462 2.98344 -2.08921 0.0019 -0.0342 0.0150 0.14
C 2.89001 0.62187 -2.21573 -0.0416 0.0708 -0.0748 -0.14
N 2.28512 -0.07225 -2.91783 0.3074 -0.0641 0.1524 0.21
H 4.65972 2.86148 0.53129 -0.0164 0.0238 -0.0282 0.10
H 3.63018 2.33874 1.81652 -0.0469 0.0391 0.0080 0.09
Br 3.81697 4.67952 5.00265 0.0139 0.0191 -0.0058 0.73
C 2.92908 3.09527 5.54821 -0.0271 -0.0238 0.0085 -0.68
C 2.88023 2.75876 6.89096 0.0058 0.0144 0.0026 -0.12
C 2.21487 1.60006 7.27081 -0.0025 -0.0168 0.0064 -0.06
C 1.61718 0.78618 6.32101 0.0792 -0.0189 -0.0058 -0.01
C 1.68069 1.13597 4.97823 -0.0615 0.0372 -0.0011 -0.13
C 2.33234 2.30042 4.58775 -0.0675 0.0155 0.0122 -0.08
C 1.03902 0.24844 3.94749 0.0736 0.3019 -0.0819 -0.58
O 0.62631 -0.85390 4.21909 0.0348 0.0159 0.1053 0.07
O 1.02148 0.79742 2.74340 -0.1034 -0.3668 0.3845 -0.31
H 3.35064 3.39398 7.62866 0.0008 0.0009 -0.0028 0.10
H 2.16720 1.33554 8.31896 0.0019 0.0007 -0.0004 0.11
H 1.10364 -0.12454 6.59801 -0.0062 0.0007 -0.0076 0.12
H 2.33335 2.58393 3.54423 0.0009 0.0295 0.0119 0.07
```
Forces are in eV/Å.

The molar mass comes out at 1348.804 g/mol. As for the HOMO energy: -0.2759 Ha. The gap between HOMO and LUMO is 7.0 eV. The net charge is 0. The calculation puts the relative energy (zero: lowest compared OMol25 entry of this formula, charge and spin) at 33.18 kcal/mol.